Entry 1:
Here is 6 unconnected molecules or ions with the total composition C2H13NO7 at a distorted geometry from the Open Molecules 2025 dataset. Energies are from ωB97M-V/def2-TZVPD.

```
23
Properties=species:S:1:pos:R:3:forces:R:3:nbo_charge:R:1
H 2.178 -2.642 -2.301 0.354 -0.130 0.466 0.407
O -0.084 -2.970 1.874 0.008 -0.459 0.374 -0.941
H 0.489 3.195 2.873 0.099 0.037 -0.008 0.467
H -0.862 -2.424 1.743 0.039 0.178 -0.209 0.479
O 0.481 -0.065 -2.507 -0.334 0.400 -0.258 -0.531
O 1.308 -0.779 0.093 0.411 -0.328 0.617 -0.553
C 0.910 -1.153 -2.724 0.009 -0.629 0.790 0.549
H -0.203 3.223 1.537 0.162 -0.073 -0.073 0.476
H 3.024 -1.873 -0.243 -0.218 -0.202 0.589 0.141
O 0.610 3.510 1.971 -0.237 -0.036 0.072 -0.943
H -1.994 0.111 3.462 -0.285 0.014 0.237 0.458
C 2.024 -1.514 -0.526 0.189 0.631 -1.343 0.549
O -1.322 2.239 -2.492 -1.705 0.533 1.219 -0.989
H -2.388 0.866 2.261 -0.255 -0.090 0.198 0.489
N 1.729 -1.866 -1.838 -0.200 -0.194 -0.707 -0.677
H -0.674 2.927 -2.629 0.535 -0.770 -0.601 0.491
H 0.698 -1.770 -3.609 0.020 0.231 -0.294 0.123
O -0.979 0.674 0.879 -0.262 0.105 0.032 -1.000
H -1.246 1.378 -2.895 1.147 0.269 -0.473 0.498
H -1.306 0.955 0.013 0.385 -0.145 0.020 0.493
H 0.550 -2.753 1.191 -0.183 0.304 -0.058 0.462
O -2.756 0.600 3.123 0.548 -0.010 -0.307 -0.955
H -0.186 0.132 0.745 -0.226 0.365 -0.282 0.506
```
Positions in Å, forces in eV/Å.

orbital gap	10.2538	eV
SMILES	O=CNC=O.O.O.O.O.O
HOMO level	-10.6	eV

***

Entry 2:
Here is a molecular structure, C31H23Cl2F2N3O3Pd from the Open Molecules 2025 dataset. Energies are from ωB97M-V/def2-TZVPD.

```
65
Properties=species:S:1:pos:R:3:forces:R:3:nbo_charge:R:1
H -5.579 0.246 1.043 -0.231 -0.137 0.203 0.167
N -0.717 0.590 -2.458 -0.037 0.398 -0.249 -0.693
C -4.294 -0.528 -2.898 0.036 0.131 0.011 -0.308
H 4.983 -3.799 0.279 0.001 0.002 -0.001 0.232
Cl -2.663 0.438 -4.655 0.180 0.366 0.170 0.019
Cl -4.378 0.070 0.497 0.132 0.638 -0.402 0.433
O 2.470 0.711 -0.375 0.030 -0.194 0.119 -0.777
C 3.503 -2.345 0.782 -0.015 0.054 0.052 0.070
N 2.976 -1.536 1.707 0.006 -0.011 -0.003 -0.433
C -0.124 1.974 0.254 0.032 0.294 0.329 0.008
Pd 1.359 -0.377 1.151 0.071 0.134 -0.122 0.786
C -2.091 -2.495 1.091 0.176 -0.036 0.144 0.436
C -0.918 3.054 0.200 0.193 -0.117 0.615 -0.276
C -2.030 0.262 -1.983 -0.050 0.045 -0.125 0.041
H -5.487 -2.126 -2.206 0.044 -0.013 -0.021 0.238
C 0.014 -1.608 1.837 0.002 -0.084 0.020 -0.072
C 2.085 0.197 -1.479 -0.059 -0.039 -0.005 0.794
H 1.812 -0.679 3.900 0.003 0.002 0.020 0.202
H 0.004 -0.084 -2.225 -0.028 -0.204 -0.096 0.434
H 2.533 1.378 3.783 -0.025 0.001 -0.045 0.481
C 0.164 -2.703 2.673 -0.035 -0.015 -0.016 -0.401
C 2.146 1.105 -2.702 0.047 0.027 -0.069 -0.537
O 1.589 -0.939 -1.617 0.234 0.049 0.250 -0.748
H 2.019 0.483 -3.590 -0.032 -0.001 0.011 0.230
H 0.926 2.179 0.077 -0.068 -0.004 0.020 0.248
H -2.715 4.327 0.464 -0.575 0.259 0.110 0.345
C 4.593 -3.156 1.054 -0.031 -0.002 -0.065 -0.248
H 3.018 -2.321 -0.185 -0.009 0.002 -0.060 0.251
C -1.169 2.997 -2.516 0.064 -0.156 -0.590 -0.291
H 0.986 5.603 -2.747 -0.003 0.002 -0.008 0.212
H 6.007 -3.739 2.561 -0.004 0.003 -0.007 0.224
C -0.842 -3.651 2.720 0.011 -0.006 0.025 0.515
C -1.260 -0.212 0.264 0.387 0.366 0.137 0.278
C -3.582 3.230 0.576 0.252 0.063 -0.038 -0.061
F -0.710 -4.700 3.554 -0.002 0.014 -0.015 -0.333
H -4.823 -0.642 -3.835 -0.016 0.035 0.015 0.233
H 3.129 1.572 -2.736 -0.002 -0.002 -0.025 0.231
C 5.154 -3.120 2.317 -0.003 0.001 0.010 -0.145
F -3.186 -2.474 0.303 0.549 -0.496 0.275 -0.334
C -2.327 3.221 0.413 0.266 -0.725 -0.009 -0.395
C -1.971 -3.584 1.933 -0.017 0.003 -0.029 -0.416
C -4.913 -1.277 -1.834 -0.191 -0.084 0.108 -0.174
C -4.998 -1.241 -0.516 -0.590 0.359 -0.233 -0.204
O 3.243 0.783 3.530 0.026 -0.007 0.058 -0.707
C 3.517 -1.489 2.934 -0.034 0.017 0.000 0.217
H 5.026 -2.202 4.262 -0.004 0.002 -0.002 0.227
H -2.730 -4.352 1.960 0.004 -0.010 0.007 0.241
C -3.093 0.081 -3.001 0.171 -0.158 0.055 0.063
H 3.269 -0.759 4.923 0.013 0.001 -0.007 0.172
N -0.313 0.650 0.605 -0.235 -0.363 0.069 -0.533
H -2.224 2.820 -2.381 -0.192 -0.146 -0.061 0.219
C 4.609 -2.271 3.267 -0.001 -0.003 0.000 -0.235
H -1.451 5.110 -2.556 -0.018 0.012 0.004 0.210
C -1.154 -1.471 1.043 -0.025 0.013 -0.018 -0.188
C -2.286 -0.032 -0.700 -0.214 -0.094 0.070 -0.286
C -0.726 4.306 -2.589 -0.025 -0.078 -0.258 -0.208
H 1.052 -2.857 3.273 0.002 -0.004 0.004 0.222
C -0.277 1.918 -2.553 -0.147 -0.110 -0.267 0.281
C 2.897 -0.538 3.918 -0.002 0.014 -0.014 -0.107
H -0.396 3.968 -0.048 -0.032 -0.061 0.044 0.244
C 1.516 3.521 -2.719 0.033 -0.035 0.068 -0.178
H 2.580 3.718 -2.788 0.000 -0.007 -0.007 0.207
H -5.481 -1.985 0.095 0.004 0.051 -0.030 0.234
C 0.627 4.584 -2.692 -0.035 0.046 0.048 -0.273
C 1.100 2.197 -2.655 0.022 -0.005 -0.175 -0.083
```
Positions in Å, forces in eV/Å.

orbital gap	6.6412	eV
HOMO level	-7.2	eV

***

Entry 3:
Here is a single C23H21N3O4S molecule at a distorted geometry from the Open Molecules 2025 dataset. Energies are from ωB97M-V/def2-TZVPD.

```
52
Properties=species:S:1:pos:R:3:forces:R:3:nbo_charge:R:1
H 0.885 -2.981 2.515 -0.030 -0.016 0.026 0.231
C 3.748 1.541 0.571 0.159 -0.026 0.014 0.244
C -0.097 -2.151 0.825 -0.445 -0.150 0.535 0.291
H -3.526 4.032 -2.580 -0.019 0.168 -0.086 0.224
H -1.409 -2.536 2.460 0.093 -0.070 0.136 0.231
O -3.604 -1.640 1.514 -0.218 0.150 0.020 -0.477
H -4.266 1.575 -3.047 -0.104 -0.112 -0.172 0.229
C 2.386 1.722 0.410 0.248 0.142 0.096 -0.272
C 4.330 0.313 0.180 0.120 0.164 0.078 0.339
C -1.304 -2.159 1.458 -0.044 0.046 0.108 -0.371
H -2.109 4.199 -0.377 0.061 0.229 0.027 0.232
C -4.762 -0.735 -0.378 1.080 -0.481 0.425 -0.344
S -2.321 1.804 -0.025 -0.270 0.084 -0.426 0.406
C 1.129 -2.666 1.505 0.005 0.015 -0.015 -0.655
C 1.302 -1.580 -1.099 0.312 0.091 -0.426 -0.248
H 1.894 -1.894 1.549 0.060 -0.017 0.034 0.248
C 1.595 0.716 -0.126 0.033 -0.321 -0.108 -0.231
H 1.539 -3.519 0.966 0.066 -0.053 -0.022 0.225
H 1.919 2.650 0.695 0.009 0.134 0.050 0.221
C 3.526 -0.683 -0.344 0.113 0.067 -0.025 -0.319
H 3.956 -1.626 -0.646 0.102 -0.113 0.001 0.215
N -6.989 -0.131 -1.458 -0.314 0.098 -0.114 -0.347
C -5.982 -0.390 -0.967 -0.474 0.049 -0.056 0.288
C -1.085 -1.187 -1.173 0.046 -0.211 0.081 0.642
O -0.937 -0.813 -2.325 -0.178 0.155 -0.121 -0.634
C 4.099 3.713 1.464 -0.102 0.202 0.062 -0.251
H 6.199 -1.148 -1.106 -0.010 0.001 0.044 0.176
H -5.747 -1.940 2.492 -0.057 -0.025 -0.048 0.403
C -2.339 -1.155 -0.470 -0.609 -0.031 0.186 -0.228
H 0.537 0.887 -0.251 -0.143 0.037 -0.016 0.226
O 4.611 2.460 1.085 0.026 -0.402 -0.149 -0.483
C -2.437 -1.630 0.803 0.530 0.008 -0.743 0.442
N -5.829 -1.333 1.694 0.456 -0.055 0.081 -0.799
N 0.008 -1.683 -0.445 -0.052 0.030 -0.178 -0.392
C -3.236 0.995 -1.258 0.211 0.237 0.022 -0.170
H 7.379 -0.806 0.182 -0.062 -0.060 -0.033 0.203
C -4.735 -1.223 0.886 -0.515 0.093 -0.275 0.577
C 6.324 -0.963 -0.034 0.093 -0.207 -0.067 -0.251
C -2.542 3.319 -0.810 0.078 -0.183 0.242 -0.414
C -3.276 3.202 -1.943 0.069 0.238 0.084 -0.243
H 3.649 4.239 0.616 0.004 -0.028 0.034 0.176
C -3.676 1.870 -2.198 0.039 -0.279 0.134 -0.250
C -3.491 -0.483 -1.165 0.035 -0.011 0.073 -0.248
C 2.155 -0.489 -0.502 -0.059 0.199 0.053 -0.045
H 1.818 -2.542 -1.068 -0.045 0.061 0.006 0.204
H 4.954 4.281 1.826 -0.093 0.001 -0.014 0.201
H -6.733 -1.237 1.266 -0.018 0.003 0.009 0.414
O 5.675 0.216 0.369 -0.331 0.298 0.070 -0.493
H 1.076 -1.334 -2.144 0.095 -0.201 0.257 0.276
H 3.360 3.621 2.268 0.018 0.001 -0.042 0.174
H -3.588 -0.866 -2.189 0.031 0.020 0.184 0.253
H 5.968 -1.834 0.528 0.000 0.034 -0.035 0.172
```
Positions in Å, forces in eV/Å.

orbital gap	8.6197	eV
SMILES	COc1ccc(Cn2c(C)cc3c(c2=O)[C@H](c2cccs2)C(C#N)=C(N)O3)cc1OC
HOMO level	-8.1	eV

***

Entry 4:
Here is a gas-phase ion, C2H7N2 (charge +1) at a distorted geometry from the Open Molecules 2025 dataset. Energies are from ωB97M-V/def2-TZVPD.

```
11
Properties=species:S:1:pos:R:3:forces:R:3:nbo_charge:R:1
H 0.498 2.236 -0.832 -0.253 0.021 0.119 0.322
N -0.108 -1.434 1.311 0.000 0.982 -1.308 -0.682
H 0.527 -2.062 1.789 0.152 0.279 -0.116 0.414
H -0.624 -0.792 1.907 0.040 -0.490 0.318 0.403
H -0.339 -1.108 -0.761 0.785 0.169 0.177 0.309
C 0.302 -0.713 0.090 -1.581 -1.826 1.818 -0.227
H 1.365 -0.991 -0.073 -0.096 0.482 -0.499 0.374
N 0.055 0.618 0.247 0.190 0.864 -1.175 0.067
H -1.221 1.914 -0.878 0.541 -0.133 0.792 0.326
H -0.230 0.934 -1.903 0.451 -0.313 0.601 0.230
C -0.226 1.397 -0.897 -0.229 -0.035 -0.728 -0.535
```
Positions in Å, forces in eV/Å.

orbital gap	6.8678	eV
total charge	+1
HOMO level	-15.3	eV

***

Entry 5:
Here is a molecular structure, C18H27N4O3Tl from the Open Molecules 2025 dataset. Energies are from ωB97M-V/def2-TZVPD.

```
53
Properties=species:S:1:pos:R:3:forces:R:3:nbo_charge:R:1
H -5.121 2.554 1.375 0.007 0.002 0.004 0.195
H 1.126 -0.893 -2.798 -0.010 -0.031 0.003 0.253
O 4.561 -1.982 -1.132 -0.010 -0.015 0.063 -0.758
C 2.316 0.374 -1.565 0.025 0.045 0.028 0.027
C -2.302 -3.688 -1.896 0.029 0.034 -0.031 -0.244
C 2.009 -0.258 -2.894 -0.034 0.009 -0.001 -0.639
C 3.813 -0.611 1.776 -0.005 -0.013 -0.001 -0.639
N -1.267 -0.413 -1.147 0.195 -0.292 0.145 -0.376
H 0.950 -5.684 -0.927 -0.014 0.011 -0.017 0.200
C 0.201 -5.620 -0.124 -0.017 -0.031 0.038 -0.713
H -4.561 2.308 3.041 0.000 0.006 -0.004 0.183
H -1.724 -2.794 -2.146 -0.053 -0.068 0.029 0.207
H -0.368 0.904 0.286 0.042 -0.116 0.128 0.197
N -2.486 1.138 -0.147 0.062 -0.235 0.089 -0.323
C 1.730 3.698 0.193 0.019 0.037 0.014 -0.629
H 3.935 -0.025 2.690 0.005 -0.002 -0.008 0.185
H 4.787 -0.981 1.449 0.007 0.000 -0.001 0.228
N -3.200 0.594 -1.241 -0.175 0.155 0.082 -0.251
H -3.056 3.873 1.751 0.004 -0.015 -0.001 0.171
H 2.953 1.961 1.900 -0.001 0.004 -0.007 0.182
C -1.267 0.452 -0.108 -0.143 0.365 -0.339 -0.066
H -2.862 -4.024 -2.771 -0.008 0.015 -0.008 0.155
H 0.750 -5.486 0.813 -0.007 0.005 -0.009 0.195
C -0.756 -4.482 -0.346 0.159 -0.123 -0.048 -0.219
H -1.721 3.089 -0.114 -0.019 -0.007 0.008 0.153
H 1.460 2.262 -2.092 -0.002 0.005 0.007 0.193
C 2.935 -0.370 -0.559 0.052 -0.035 0.018 -0.106
C 2.178 2.285 -0.072 0.005 -0.010 0.008 -0.036
H 3.198 -1.485 2.002 -0.007 0.008 0.004 0.233
O 2.459 -2.679 -0.722 -0.057 -0.090 0.056 -0.776
H 2.840 -0.879 -3.233 -0.017 -0.008 0.016 0.221
H 1.798 0.503 -3.648 0.004 0.003 0.005 0.189
C -2.975 2.783 1.630 -0.037 0.032 -0.050 -0.221
H 2.103 4.053 1.157 -0.008 -0.001 -0.002 0.195
C -4.313 2.146 1.987 -0.023 -0.011 0.015 -0.610
H -2.091 2.486 3.592 0.001 0.003 -0.001 0.186
N -2.423 -0.331 -1.754 -0.021 0.071 -0.061 -0.141
O -1.462 -4.755 -1.499 -0.036 0.046 -0.005 -0.579
H 2.087 4.384 -0.580 0.001 -0.003 -0.005 0.197
C 1.957 1.694 -1.311 -0.005 -0.036 -0.006 -0.235
H -2.998 -3.426 -1.092 0.006 0.025 -0.016 0.169
H 0.638 3.771 0.210 0.006 -0.021 0.002 0.208
C 3.169 0.206 0.689 -0.037 -0.033 -0.002 0.012
C -1.868 2.270 2.543 0.043 -0.014 -0.005 -0.617
H -1.751 1.190 2.431 -0.010 0.001 0.003 0.233
H -0.314 -6.592 -0.079 -0.025 0.000 -0.003 0.172
C -2.641 2.531 0.155 -0.006 0.035 -0.043 -0.246
C 3.364 -1.815 -0.825 -0.033 0.106 -0.098 0.754
H -3.452 2.901 -0.480 0.005 0.029 0.009 0.200
H -4.270 1.071 1.802 0.007 0.006 -0.007 0.229
Tl 0.052 -2.457 0.618 0.163 0.128 0.008 0.537
H -0.906 2.728 2.294 -0.009 0.001 0.004 0.205
C 2.783 1.523 0.919 -0.017 0.024 -0.012 -0.240
```
Positions in Å, forces in eV/Å.

orbital gap (alpha / beta)	4.6708 / 3.2038	eV
total charge	-2
HOMO level (alpha / beta)	0.1 / 1.6	eV

***

Results for ΔE to the lowest compared entry with this formula, charge and spin: 0.0; 1196.4; 158.8; 473.2; 0.0 (in kJ/mol, following the order of the records).